Entry from the OMol25 dataset: a 2-piece molecular cluster, C4H8O overall (ωB97M-V with the def2-TZVPD basis set).

**HOMO**: -0.3094 Eh
**Charge**: 0
**LUMO level**: 1.09 eV

XYZ file:
```
13
Properties=species:S:1:pos:R:3:mulliken_charge:R:1
C -0.454 0.267 0.524 -0.352
C 0.087 -1.137 0.551 -0.477
C 0.535 -1.206 -0.890 -0.443
O 1.049 0.115 -1.154 -0.345
C 0.313 0.933 -0.359 -0.256
H -1.386 0.541 0.981 0.373
H -0.935 2.305 1.018 -0.002
H -0.621 -1.904 0.862 0.315
H 0.955 -1.162 1.229 0.181
H 1.329 -1.904 -1.123 0.275
H -0.340 -1.373 -1.532 0.278
H 0.599 1.972 -0.456 0.401
H -1.086 2.601 0.352 0.050
```

Entry from the OMol25 dataset: a 2-piece molecular cluster, C4H8O overall in a non-equilibrium geometry (ωB97M-V with the def2-TZVPD basis set).

**HOMO (spin up / spin down)**: -0.3577 / -0.3315 Eh
**Charge**: 0
**LUMO level (spin up / spin down)**: -0.99 / -0.68 eV

XYZ file:
```
13
Properties=species:S:1:pos:R:3:mulliken_charge:R:1
C 1.436 -0.644 -0.168 -0.003
C -0.107 1.419 -0.170 -1.207
C -1.155 -0.826 -0.179 -1.066
C 0.120 -0.035 0.032 0.516
O 2.467 -0.053 -0.165 -0.434
H 1.507 -1.844 -0.038 0.210
H -0.808 1.842 0.537 0.337
H -0.682 1.610 -1.205 0.271
H 0.849 1.904 -0.203 0.375
H -1.612 -0.973 -1.218 0.297
H -1.911 -0.221 0.314 0.328
H -0.897 -1.902 0.370 0.287
H 0.793 -0.277 2.092 0.088
```

Entry from the OMol25 dataset: one molecule with the formula C4H8O in a non-equilibrium geometry (ωB97M-V with the def2-TZVPD basis set).

**HOMO**: -0.3540 Eh
**Charge**: 0
**LUMO level**: 0.84 eV

XYZ file:
```
13
Properties=species:S:1:pos:R:3:mulliken_charge:R:1
C 1.399 0.611 0.118 -1.050
C -0.025 0.929 -0.455 -0.304
C -0.773 -0.316 -0.718 0.668
C -1.036 -1.139 0.528 -1.116
H 1.423 0.404 1.208 0.294
H 2.205 1.400 -0.172 0.292
H 1.788 -0.318 -0.360 0.309
H 0.105 1.567 -1.288 0.323
H -0.617 1.396 0.396 0.222
H -1.643 -1.977 0.310 0.353
H -0.100 -1.533 0.973 0.295
H -1.506 -0.465 1.310 0.298
O -1.221 -0.559 -1.849 -0.583
```

Entry from the OMol25 dataset: one molecule with the formula C4H8O (ωB97M-V with the def2-TZVPD basis set).

**HOMO**: -0.3732 Eh
**Charge**: 0
**LUMO level**: 1.15 eV

XYZ file:
```
13
Properties=species:S:1:pos:R:3:mulliken_charge:R:1
C 0.089 -1.126 1.065 -1.127
C 0.126 0.399 0.932 -0.557
C 0.291 0.887 -0.501 0.185
C -0.364 0.251 -1.649 -0.419
O -0.838 1.482 -1.129 -0.447
H 0.313 -1.448 2.087 0.344
H -0.893 -1.528 0.795 0.306
H 0.830 -1.587 0.402 0.319
H 0.955 0.795 1.530 0.322
H -0.791 0.846 1.335 0.257
H 1.223 1.417 -0.710 0.355
H 0.097 0.304 -2.636 0.260
H -1.020 -0.608 -1.495 0.202
```

Entry from the OMol25 dataset: one molecule with the formula C4H8O (ωB97M-V with the def2-TZVPD basis set).

**HOMO**: -0.3747 Eh
**Charge**: 0
**LUMO level**: 1.24 eV

XYZ file:
```
13
Properties=species:S:1:pos:R:3:mulliken_charge:R:1
C -1.810 0.490 0.008 -1.248
C -0.499 -0.157 0.465 -0.424
C 0.687 0.074 -0.454 0.111
C 2.020 -0.362 -0.039 -0.468
O 1.275 -1.114 -0.980 -0.436
H -2.665 -0.004 0.483 0.337
H -1.851 1.554 0.273 0.314
H -1.944 0.409 -1.077 0.353
H -0.602 -1.245 0.508 0.328
H -0.256 0.178 1.481 0.258
H 0.603 0.878 -1.188 0.398
H 2.919 0.110 -0.429 0.253
H 2.123 -0.811 0.949 0.225
```

Entry from the OMol25 dataset: one molecule with the formula C4H8O in a non-equilibrium geometry (ωB97M-V with the def2-TZVPD basis set).

**HOMO**: -0.3461 Eh
**Charge**: 0
**LUMO level**: 1.20 eV

XYZ file:
```
13
Properties=species:S:1:pos:R:3:mulliken_charge:R:1
C -0.104 -0.700 1.812 -0.652
C 0.326 0.484 -0.132 0.011
C 0.041 -0.359 -1.345 -0.475
C -0.263 1.108 -1.354 -0.601
H -0.305 -1.643 1.322 0.281
H 0.927 -0.545 2.213 0.291
H -0.782 -0.621 2.725 0.210
H 1.351 0.703 0.060 0.371
H 0.880 -0.695 -1.947 0.217
H -0.695 -1.153 -1.031 0.242
H 0.431 1.706 -1.972 0.221
H -1.298 1.378 -1.306 0.245
O -0.509 0.339 0.955 -0.361
```

ΔE to the lowest compared entry with this formula, charge and spin (computed, kJ/mol): 260.97 470.45 45.86 128.74 127.46 173.16
Electronic energy (computed, eV): -6322.4631 -6320.2920 -6324.6925 -6323.8336 -6323.8469 -6323.3733